{"formula": "C16H26FIN2O6", "method": "ωB97M-V/def2-TZVPD", "total_energy_ev": -43078.3875, "mol_weight_g_mol": 488.3, "fmax_ev_per_a": 9.29, "relative_energy_kcal_mol": 160.43, "e_homo_ha": -0.1494, "homo_lumo_gap_ev": 1.62, "species": ["C", "C", "O", "C", "C", "O", "C", "C", "C", "N", "C", "O", "C", "C", "O", "C", "C", "C", "O", "I", "N", "C", "C", "C", "F", "H", "H", "H", "H", "H", "H", "H", "H", "H", "H", "H", "H", "H", "H", "H", "H", "H", "H", "H", "H", "H", "H", "H", "H", "H", "O", "H"], "xyz": [[4.630, 1.271, 1.449], [3.359, 1.563, 0.436], [2.924, 2.973, 0.421], [1.695, 3.135, -0.423], [0.414, 3.089, 0.597], [-0.904, 3.225, -0.035], [-1.144, 2.221, -1.081], [-1.168, 0.664, -0.567], [-1.189, 0.004, 0.933], [-1.161, -1.506, 1.003], [-1.130, -2.308, 2.285], [-1.935, -1.757, 3.386], [-1.174, -0.819, 4.226], [-1.924, 0.606, 4.678], [0.073, -0.979, 4.677], [-1.171, -1.898, -0.458], [-1.168, -3.492, -0.835], [0.381, -4.044, -0.548], [1.375, -3.209, -0.943], [0.844, -5.981, 0.397], [-1.180, -0.653, -1.371], [-1.216, -0.746, -2.911], [-2.710, -0.197, -3.420], [-3.460, -1.217, -4.462], [-2.612, 1.181, -3.969], [4.559, 1.881, 2.471], [4.715, 0.129, 1.767], [5.677, 1.544, 0.964], [2.502, 0.814, 0.755], [3.726, 1.288, -0.650], [1.641, 2.300, -1.274], [1.731, 4.226, -0.874], [0.549, 2.152, 1.285], [0.533, 4.035, 1.317], [-0.436, 2.337, -2.033], [-2.239, 2.443, -1.501], [-1.187, 0.772, 1.838], [-1.584, -3.379, 2.017], [-0.002, -2.499, 2.552], [-1.623, 0.895, 5.779], [-1.663, 1.500, 3.945], [-3.086, 0.422, 4.647], [-1.841, -4.080, -0.044], [-1.495, -3.751, -1.928], [-0.959, -1.815, -3.313], [-0.422, -0.004, -3.404], [-3.375, -0.182, -2.433], [-3.206, -1.045, -5.595], [-4.631, -1.021, -4.361], [-3.274, -2.336, -4.175], [7.246, 1.043, -0.202], [7.692, 1.203, -1.014]]}

=====

{"formula": "C16H26IN5O6", "method": "ωB97M-V/def2-TZVPD", "smiles": "N[C@@H](Cn1cc(I)c(=O)[nH]c1=O)C(=O)O.CNC(=O)[C@H](CC(C)C)NC(C)=O", "total_energy_ev": -44851.8925, "mol_weight_g_mol": 511.3, "fmax_ev_per_a": 3.16, "e_homo_ha": -0.3368, "homo_lumo_gap_ev": 8.92, "species": ["N", "C", "C", "N", "C", "C", "I", "C", "O", "N", "C", "O", "C", "O", "O", "H", "H", "H", "H", "H", "H", "H", "H", "C", "N", "C", "O", "C", "C", "C", "C", "C", "N", "C", "C", "O", "H", "H", "H", "H", "H", "H", "H", "H", "H", "H", "H", "H", "H", "H", "H", "H", "H", "H"], "xyz": [[-2.183, 0.369, -0.725], [-1.733, 1.364, -1.744], [-2.235, 2.761, -1.341], [-3.697, 2.839, -1.429], [-4.482, 2.635, -0.284], [-5.854, 2.622, -0.370], [-7.075, 2.299, 1.490], [-6.465, 2.804, -1.686], [-7.668, 2.796, -1.875], [-5.674, 2.998, -2.777], [-4.321, 2.962, -2.666], [-3.684, 3.049, -3.700], [-0.202, 1.431, -1.964], [0.518, 0.738, -1.261], [0.275, 2.251, -2.927], [-1.612, 0.434, 0.120], [-2.140, -0.582, -1.099], [-2.170, 1.104, -2.715], [-1.898, 2.991, -0.325], [-1.796, 3.522, -1.997], [-4.016, 2.474, 0.686], [-6.093, 3.001, -3.695], [1.239, 2.136, -2.932], [1.099, -2.989, -2.001], [1.144, -2.072, -0.863], [1.512, -2.417, 0.376], [1.855, -3.562, 0.649], [1.582, -1.284, 1.424], [3.006, -1.040, 1.971], [4.034, -0.630, 0.898], [3.812, 0.802, 0.404], [5.448, -0.702, 1.476], [0.607, -1.355, 2.529], [0.309, -2.294, 3.430], [1.031, -3.621, 3.512], [-0.579, -2.059, 4.235], [1.014, -2.428, -2.932], [0.244, -3.661, -1.904], [2.011, -3.589, -2.028], [0.918, -1.098, -1.030], [1.314, -0.376, 0.890], [2.972, -0.265, 2.739], [3.358, -1.957, 2.440], [3.978, -1.311, 0.050], [2.844, 0.887, -0.083], [3.859, 1.499, 1.240], [4.583, 1.062, -0.321], [5.546, -0.018, 2.319], [6.176, -0.436, 0.709], [5.656, -1.718, 1.812], [0.043, -0.532, 2.660], [0.840, -4.064, 4.487], [2.100, -3.486, 3.387], [0.649, -4.286, 2.741]]}

=====

{"formula": "C16H26MnN2OSi", "method": "ωB97M-V/def2-TZVPD", "charge": 2, "total_energy_ev": -61223.4142, "mol_weight_g_mol": 345.4, "fmax_ev_per_a": 2.00, "multiplicity": 4, "e_homo_ha": [-0.5650, -0.5650], "homo_lumo_gap_ev": [8.12, 8.37], "species": ["C", "C", "H", "H", "H", "H", "H", "H", "C", "C", "C", "C", "H", "H", "H", "H", "N", "C", "C", "N", "C", "C", "C", "H", "H", "C", "H", "H", "Mn", "C", "H", "H", "H", "C", "Si", "C", "C", "O", "H", "H", "H", "H", "H", "H", "H", "H", "H"], "xyz": [[2.110, -0.085, -0.222], [-0.030, 1.157, 1.479], [2.336, -1.089, 0.228], [2.697, 0.713, 0.312], [2.501, -0.047, -1.262], [-1.091, 1.061, 1.808], [0.349, 0.428, 3.377], [0.239, 2.210, 1.468], [0.860, -1.885, -2.386], [0.662, -2.731, -3.471], [-0.628, -2.942, -3.949], [-1.687, -2.292, -3.331], [1.842, -1.692, -1.967], [1.531, -3.200, -3.915], [-0.812, -3.604, -4.790], [-2.709, -2.413, -3.667], [-0.174, -1.255, -1.795], [-1.456, -1.444, -2.239], [-2.504, -0.723, -1.525], [-2.099, 0.036, -0.457], [-3.045, 0.695, 0.250], [-4.821, -0.099, -1.172], [-4.402, 0.641, -0.068], [-2.723, 1.289, 1.102], [-5.102, 1.198, 0.549], [-3.858, -0.780, -1.904], [-4.116, -1.359, -2.785], [-5.867, -0.144, -1.459], [0.054, 0.102, -0.314], [0.266, 1.866, -1.102], [-0.527, 2.536, -0.742], [0.167, 1.658, -2.180], [1.269, 2.228, -0.841], [2.017, 0.017, 4.640], [2.616, 0.835, 3.080], [2.628, 2.686, 3.032], [4.207, 0.083, 2.454], [0.806, 0.402, 2.476], [2.718, 0.157, 5.466], [1.915, -1.063, 4.436], [1.042, 0.385, 5.011], [3.363, 3.001, 3.794], [2.948, 3.076, 2.052], [1.648, 3.119, 3.289], [4.144, -1.006, 2.325], [4.591, 0.526, 1.525], [4.960, 0.276, 3.240]]}

=====

{"formula": "C16H26N2O16S4", "method": "ωB97M-V/def2-TZVPD", "smiles": "O=S1(=O)OCCO1.O=S1(=O)OCCO1.O=S1(=O)OCCO1.O=S1(=O)OCCO1.c1cc[nH]c1.c1cc[nH]c1", "total_energy_ev": -96085.7695, "mol_weight_g_mol": 630.6, "fmax_ev_per_a": 4.07, "relative_energy_kcal_mol": 102.34, "e_homo_ha": -0.2965, "homo_lumo_gap_ev": 8.12, "species": ["O", "S", "O", "O", "C", "C", "O", "H", "H", "H", "H", "O", "S", "O", "O", "C", "C", "O", "H", "H", "H", "H", "O", "S", "O", "O", "C", "C", "O", "H", "H", "H", "H", "O", "S", "O", "O", "C", "C", "O", "H", "H", "H", "H", "C", "C", "C", "N", "C", "H", "H", "H", "H", "H", "C", "C", "C", "N", "C", "H", "H", "H", "H", "H"], "xyz": [[0.678, -0.736, 2.544], [0.021, -1.086, 1.287], [0.725, -1.869, 0.268], [-1.647, -1.500, 1.464], [-2.442, -0.688, 0.676], [-1.588, 0.105, -0.254], [-0.377, 0.272, 0.514], [-3.317, -1.297, 0.451], [-3.047, 0.020, 1.243], [-2.044, 1.072, -0.466], [-1.482, -0.431, -1.198], [-5.040, -4.350, -5.261], [-4.342, -3.275, -5.994], [-5.222, -2.292, -6.555], [-2.964, -2.833, -5.170], [-1.906, -3.756, -5.296], [-2.319, -4.541, -6.603], [-3.389, -3.892, -7.156], [-0.884, -3.383, -5.228], [-2.077, -4.416, -4.446], [-2.539, -5.592, -6.412], [-1.475, -4.594, -7.290], [-9.839, 1.803, -0.381], [-8.456, 2.100, -0.787], [-7.675, 0.982, -1.288], [-8.395, 3.347, -1.876], [-8.423, 4.577, -1.137], [-8.176, 4.340, 0.382], [-7.720, 3.013, 0.323], [-7.582, 5.158, -1.512], [-9.355, 5.096, -1.361], [-9.020, 4.467, 1.058], [-7.449, 5.029, 0.814], [8.783, -2.442, 0.323], [9.312, -1.799, 1.533], [10.686, -1.342, 1.531], [8.343, -0.603, 2.120], [7.192, -1.178, 2.813], [7.713, -2.464, 3.501], [8.998, -2.757, 2.839], [6.732, -0.433, 3.462], [6.378, -1.488, 2.158], [7.005, -3.267, 3.296], [7.930, -2.272, 4.551], [4.954, -1.589, -5.925], [3.628, -1.144, -5.788], [3.385, -0.856, -4.444], [4.352, -1.510, -3.771], [5.438, -1.912, -4.600], [5.509, -1.481, -6.845], [2.898, -1.042, -6.578], [2.642, -0.433, -3.784], [4.242, -1.663, -2.779], [6.373, -2.333, -4.261], [1.593, 4.597, 7.942], [0.837, 3.433, 7.820], [-0.199, 3.433, 8.688], [-0.025, 4.642, 9.375], [1.030, 5.391, 8.936], [2.446, 4.856, 7.331], [0.914, 2.550, 7.203], [-0.935, 2.667, 8.882], [-0.655, 5.168, 9.964], [1.268, 6.421, 9.158]]}